(1)
The following is a quantum chemistry calculation of a structure of composition C10H20IO20S5Ti, from OMol25.

Atoms and positions in Å:
Ti1 -0.100 0.244 -1.848
I1 -0.751 -0.693 -4.532
C1 -1.404 -2.034 3.529
C2 -2.578 -1.998 2.558
O1 -2.546 -0.698 1.992
S1 -1.042 -0.214 1.827
O2 -0.942 1.138 2.179
O3 -0.530 -0.688 0.588
O4 -0.446 -1.118 2.996
H1 -0.944 -3.013 3.633
H2 -1.689 -1.695 4.529
H3 -3.547 -2.177 3.012
H4 -2.429 -2.745 1.770
C3 -4.432 -1.488 -0.680
C4 -3.187 -1.203 -1.502
O5 -2.852 0.159 -1.214
S2 -4.090 1.008 -0.672
O6 -4.565 1.893 -1.659
O7 -3.751 1.488 0.611
O8 -5.114 -0.202 -0.597
H5 -4.214 -1.783 0.346
H6 -5.144 -2.144 -1.166
H7 -3.362 -1.319 -2.570
H8 -2.351 -1.840 -1.218
C5 4.499 0.019 1.619
C6 3.344 -0.281 2.590
O9 2.196 0.086 1.796
S3 2.522 1.371 0.927
O10 2.255 2.538 1.652
O11 1.998 1.174 -0.365
O12 4.111 1.178 0.889
H9 4.637 -0.852 0.972
H10 5.450 0.211 2.113
H11 3.341 0.324 3.494
H12 3.307 -1.349 2.772
C7 -0.700 5.313 1.026
C8 -0.979 5.885 -0.395
O13 -1.083 4.766 -1.263
S4 -0.240 3.608 -0.589
O14 1.130 3.939 -0.683
O15 -0.741 2.364 -0.981
O16 -0.769 3.880 0.870
H13 -1.444 5.574 1.772
H14 0.293 5.585 1.383
H15 -0.157 6.513 -0.726
H16 -1.926 6.407 -0.466
C9 3.914 -3.612 -2.690
C10 3.031 -3.287 -3.884
O17 1.700 -3.404 -3.385
S5 1.638 -3.214 -1.819
O18 1.163 -4.406 -1.230
O19 1.052 -1.978 -1.496
O20 3.204 -3.037 -1.576
H17 4.913 -3.200 -2.771
H18 3.975 -4.692 -2.526
H19 3.169 -4.015 -4.680
H20 3.205 -2.281 -4.264

Cartesian forces, eV/Å:
0.5 -0.1 0.0
0.0 0.1 0.5
-0.2 0.0 0.7
0.3 -0.9 -0.4
-0.2 0.3 0.1
-0.2 -0.5 0.2
0.1 0.8 0.1
0.2 0.0 -0.5
0.2 -0.1 -0.1
0.0 0.0 -0.2
0.0 0.1 -0.1
0.0 0.2 0.2
0.0 0.1 0.0
-0.4 0.9 0.3
-0.3 -0.4 -0.3
0.1 0.0 0.2
0.1 -0.6 -0.6
-0.2 0.5 -0.4
0.1 0.3 0.7
0.1 -0.4 0.0
0.0 -0.2 -0.1
0.1 -0.2 0.0
0.0 0.1 0.0
0.1 0.1 0.0
0.2 -0.6 0.6
0.3 0.4 -0.7
0.0 -0.3 0.1
0.8 -0.7 0.0
-0.3 1.1 0.7
-0.6 -0.3 -0.8
-0.1 -0.2 0.0
-0.1 0.3 -0.3
-0.1 0.2 0.1
0.1 -0.1 0.1
-0.3 0.0 0.3
0.0 -0.1 0.2
0.0 0.5 0.4
0.0 -0.6 -0.4
0.0 1.2 0.6
0.5 0.1 -0.2
-0.6 -1.7 -0.8
0.2 0.3 0.1
-0.1 0.0 -0.1
0.0 0.0 0.0
0.0 0.1 0.0
0.0 0.1 0.1
-0.2 -0.5 0.0
0.5 0.0 -0.2
-0.1 -0.2 0.1
0.5 0.0 -0.7
-0.1 -0.4 0.3
-0.7 0.9 0.5
0.3 0.0 -0.1
0.0 0.2 0.2
0.1 0.1 -0.1
-0.1 0.0 0.0
-0.2 0.0 0.1

Computed properties:
⟨S²⟩: 3.752
E_HOMO (spin up / spin down) (eV): -3.98 / -7.01
Strongest force on any atom (eV/Å): 1.9
Multiplicity: 4
Frontier orbital gap (spin up / spin down) (eV): 4.04 / 7.07

These are the Mulliken partial charges, in e, on atoms 1 to 6:
1. Ti 0.24
2. I -0.67
3. C -0.49
4. C -0.53
5. O -0.22
6. S 1.32


(2)
The following is a quantum chemistry calculation of a cluster of 4 separate species, C39H71Cl2F9N2O6P in total, from OMol25.

Atoms and positions in Å:
C1 7.546 -4.229 -0.787
C2 6.774 -3.945 -2.093
C3 7.227 -2.649 -2.778
C4 6.640 -1.429 -2.069
C5 6.967 -0.091 -2.766
C6 5.798 0.900 -2.823
C7 5.663 1.786 -1.591
C8 5.435 1.037 -0.262
C9 4.511 1.796 0.716
C10 3.325 0.948 1.213
C11 2.172 1.821 1.693
C12 0.917 1.031 2.073
C13 -0.279 1.969 2.254
C14 -1.427 1.343 3.046
C15 -2.106 0.159 2.317
C16 -3.518 0.482 1.772
C17 -3.685 0.221 0.270
C18 -2.641 1.004 -0.551
C19 -3.237 1.775 -1.754
Cl1 -3.629 0.716 -3.133
C20 -4.449 2.664 -1.474
C21 -4.785 3.565 -2.668
Cl2 -4.237 3.598 0.027
N1 -1.461 0.253 -0.975
C22 -1.478 -1.189 -0.943
C23 -2.854 -1.810 -1.032
N2 -3.702 -1.291 0.093
P1 -5.470 -1.819 0.085
C24 -5.499 -3.542 0.692
C25 -4.341 -4.483 0.332
C26 -6.022 -1.773 -1.664
C27 -7.336 -0.964 -1.752
H1 8.352 -3.510 -0.644
H2 6.887 -4.118 0.073
H3 7.958 -5.235 -0.771
H4 6.863 -4.789 -2.776
H5 5.716 -3.847 -1.843
H6 8.314 -2.593 -2.689
H7 6.919 -2.636 -3.823
H8 5.552 -1.545 -2.041
H9 6.977 -1.407 -1.031
H10 7.294 -0.325 -3.780
H11 7.796 0.396 -2.249
H12 4.869 0.349 -2.999
H13 5.940 1.560 -3.680
H14 6.556 2.407 -1.497
H15 4.835 2.482 -1.749
H16 6.401 0.908 0.223
H17 4.989 0.064 -0.461
H18 5.082 2.098 1.595
H19 4.114 2.706 0.264
H20 2.993 0.292 0.405
H21 3.669 0.325 2.041
H22 1.897 2.487 0.870
H23 2.478 2.418 2.553
H24 0.706 0.343 1.249
H25 1.078 0.449 2.982
H26 0.046 2.862 2.794
H27 -0.602 2.305 1.265
H28 -2.170 2.086 3.337
H29 -0.990 0.973 3.976
H30 -2.190 -0.657 3.034
H31 -1.420 -0.163 1.534
H32 -3.727 1.538 1.927
H33 -4.250 -0.118 2.314
H34 -4.687 0.570 0.028
H35 -2.295 1.804 0.103
H36 -2.432 2.431 -2.092
H37 -5.305 2.008 -1.315
H38 -5.155 4.532 -2.346
H39 -3.928 3.677 -3.329
H40 -5.563 3.084 -3.257
H41 -1.082 0.611 -1.835
H42 -1.009 -1.571 -0.027
H43 -0.880 -1.585 -1.762
H44 -2.739 -2.879 -0.856
H45 -3.348 -1.692 -1.987
H46 -3.302 -1.693 0.942
H47 -6.439 -3.938 0.303
H48 -5.596 -3.478 1.775
H49 -4.117 -4.417 -0.733
H50 -3.433 -4.162 0.849
H51 -4.568 -5.513 0.586
H52 -5.291 -1.273 -2.297
H53 -6.192 -2.776 -2.052
H54 -8.205 -1.599 -1.603
H55 -7.363 -0.200 -0.974
H56 -7.402 -0.461 -2.713
C28 -9.424 -7.655 1.596
C29 -9.192 -8.330 0.263
O1 -8.955 -7.356 -0.782
C30 -7.731 -6.886 -0.877
O2 -6.784 -7.159 -0.198
C31 -7.646 -5.903 -2.060
F1 -8.667 -5.046 -2.066
F2 -7.637 -6.555 -3.216
F3 -6.516 -5.193 -1.974
H57 -10.241 -6.937 1.523
H58 -9.679 -8.399 2.349
H59 -8.534 -7.122 1.927
H60 -10.077 -8.874 -0.057
H61 -8.361 -9.032 0.302
C32 -1.512 4.378 5.535
C33 -0.243 4.254 6.349
O3 -0.485 4.555 7.735
C34 -0.989 3.564 8.454
O4 -1.261 2.467 8.069
C35 -1.150 4.014 9.919
F4 -1.682 5.232 9.993
F5 0.045 4.041 10.513
F6 -1.930 3.172 10.578
H62 -1.954 5.367 5.658
H63 -1.297 4.220 4.478
H64 -2.253 3.644 5.851
H65 0.500 4.978 6.021
H66 0.195 3.260 6.260
C36 9.690 6.086 -3.203
C37 8.596 6.067 -4.247
O5 8.791 4.989 -5.187
C38 8.366 3.799 -4.804
O6 7.834 3.518 -3.772
C39 8.611 2.774 -5.928
F7 9.827 2.906 -6.452
F8 7.712 2.951 -6.901
F9 8.484 1.540 -5.462
H67 10.670 6.137 -3.679
H68 9.571 6.951 -2.553
H69 9.662 5.186 -2.589
H70 8.618 6.973 -4.848
H71 7.609 5.984 -3.796

Cartesian forces, eV/Å:
-0.3 0.2 -0.1
0.1 0.1 0.2
-0.2 0.0 0.8
-0.1 0.3 -0.2
-0.2 -0.2 0.3
0.3 0.1 -0.1
-0.2 -0.1 0.2
-0.2 0.7 0.0
0.0 -0.4 0.3
0.3 0.5 0.2
-0.3 -0.6 -0.1
0.0 0.4 -0.3
-0.1 0.0 0.3
0.2 -0.3 -0.1
-0.1 0.2 0.4
0.6 -0.2 -0.3
0.1 0.2 0.8
0.0 -0.1 -0.7
0.4 0.5 0.6
-0.1 -0.1 -0.1
-0.5 -0.5 -0.6
0.0 -0.3 0.0
0.2 0.1 0.1
-0.1 0.0 0.3
0.0 -0.1 -0.1
0.5 -0.5 0.3
0.1 -0.4 -1.1
-1.4 0.7 1.1
0.8 -0.4 -0.3
0.0 0.5 -0.2
0.0 0.0 -0.3
0.3 0.0 0.3
0.2 -0.1 0.0
0.0 -0.1 0.1
0.1 0.0 0.1
0.1 0.0 0.0
-0.1 -0.1 -0.2
0.1 0.0 -0.5
0.1 0.0 -0.1
0.0 -0.1 0.0
0.0 -0.1 0.1
0.1 0.1 -0.1
0.2 0.0 -0.2
-0.1 0.0 0.0
0.0 0.0 -0.1
0.0 0.0 -0.1
-0.1 0.0 -0.1
0.0 -0.4 0.0
0.1 -0.2 0.0
0.0 0.2 0.0
0.1 0.1 -0.1
-0.1 -0.1 0.0
-0.1 -0.3 -0.1
0.0 0.2 0.1
0.1 0.2 -0.1
0.0 -0.2 0.1
0.1 -0.1 0.0
0.1 0.0 0.0
-0.1 0.1 0.0
0.0 0.1 -0.1
-0.1 0.0 0.1
0.0 -0.2 -0.1
-0.1 -0.1 -0.1
-0.2 0.0 0.1
-0.3 0.2 0.0
0.0 -0.1 -0.3
-0.1 0.0 0.1
0.0 -0.1 -0.2
0.0 0.1 0.3
0.1 0.1 0.0
0.1 0.3 0.1
0.0 0.0 0.0
0.0 0.0 -0.1
0.0 0.1 0.1
0.0 0.1 0.0
-0.1 0.0 -0.1
-0.1 0.4 0.0
0.0 0.1 0.1
-0.1 0.1 0.0
-0.1 0.0 0.1
-0.2 -0.3 -0.1
0.0 -0.2 0.2
0.0 -0.1 0.0
0.1 -0.1 0.1
0.3 -0.1 0.0
-0.1 0.0 -0.1
0.0 0.1 0.0
-0.1 -0.1 -0.1
0.1 0.2 -0.1
-0.2 -0.3 0.3
0.0 0.0 -0.1
-0.2 -0.2 0.1
0.2 0.1 0.1
0.0 0.0 0.0
-0.1 0.1 0.0
0.0 -0.1 -0.1
0.2 0.2 0.0
-0.1 -0.1 0.0
0.0 0.0 0.0
0.0 -0.1 0.0
0.0 0.1 -0.1
0.1 0.1 -0.1
-0.2 0.0 0.1
0.1 0.0 -0.5
0.1 0.0 0.1
0.1 0.1 -0.1
-0.1 -0.2 0.0
-0.1 0.0 0.0
-0.1 0.2 0.0
0.2 0.0 0.1
-0.1 -0.2 0.1
0.1 0.0 0.0
0.0 0.0 0.0
0.1 -0.1 0.0
0.0 0.1 0.1
-0.1 0.0 0.1
0.1 -0.2 0.0
0.0 0.4 0.2
0.0 0.0 -0.1
0.0 0.2 0.0
-0.1 -0.1 0.1
0.0 0.0 0.1
0.2 0.0 -0.1
-0.1 0.1 -0.1
0.0 -0.2 0.1
0.0 0.1 0.0
0.0 0.0 0.0
-0.1 0.0 0.0
0.0 -0.1 -0.1
0.0 -0.2 0.0

Computed properties:
Net charge: +1
E_HOMO (eV): -11.75
Strongest force on any atom (eV/Å): 1.9
Frontier orbital gap (eV): 9.67

These are the Mulliken partial charges, in e, on atoms 1 to 6:
1. C -1.11
2. C -0.57
3. C -0.89
4. C -0.55
5. C -0.34
6. C -1.12


(3)
The following is a quantum chemistry calculation of a structure of composition C4H8N3O, from OMol25.

Atoms and positions in Å:
C1 -0.889 0.384 0.012
C2 -2.376 -0.028 -0.136
C3 0.396 -1.181 -0.188
C4 1.173 1.247 -0.491
N1 -0.147 1.354 -0.163
N2 -3.327 0.208 0.709
N3 1.553 -0.357 -0.454
O1 -2.431 -0.547 -1.224
H1 0.595 -1.853 0.642
H2 -0.051 -1.475 -1.148
H3 1.464 1.526 -1.578
H4 1.865 1.502 0.260
H5 -3.258 0.712 1.668
H6 -4.163 0.020 0.302
H7 2.183 -0.277 0.326
H8 2.161 -0.526 -1.240

Cartesian forces, eV/Å:
2.4 -2.7 0.8
3.6 0.8 -1.2
-1.9 2.4 -1.2
0.6 -1.3 -2.7
-1.5 0.6 -0.2
1.6 2.1 4.4
0.1 1.0 0.8
-0.9 -0.5 -0.5
-0.6 0.0 -0.2
0.4 -0.8 0.7
-0.7 0.1 2.1
0.5 1.8 0.6
0.0 -1.3 -2.7
-3.5 -0.6 -0.7
0.2 -1.0 0.5
-0.3 -0.5 -0.7

Computed properties:
Net charge: +1
E_HOMO (eV): -14.00
Strongest force on any atom (eV/Å): 5.2
Frontier orbital gap (eV): 10.63

These are the Mulliken partial charges, in e, on atoms 1 to 6:
1. C 0.40
2. C 0.54
3. C -0.78
4. C -0.37
5. N -0.35
6. N -0.38


(4)
The following is a quantum chemistry calculation of a structure of composition C15H18IrN4O7P2S, from OMol25.

Atoms and positions in Å:
Ir1 0.054 0.003 -0.087
N1 3.354 0.125 2.582
C1 2.185 0.000 1.951
S1 2.256 -0.010 0.159
N2 1.090 -0.079 2.644
N3 -0.017 -0.240 1.856
C2 -1.153 -0.563 2.380
C3 -1.362 -0.707 3.833
C4 -1.180 0.391 4.668
C5 -1.395 0.263 6.030
C6 -1.775 -0.962 6.562
C7 -1.945 -2.061 5.733
C8 -1.746 -1.934 4.366
C9 -2.218 -0.848 1.401
C10 -3.496 -1.236 1.752
C11 -4.394 -1.580 0.748
C12 -3.989 -1.537 -0.572
C13 -2.702 -1.112 -0.860
N4 -1.854 -0.767 0.100
H1 4.213 0.175 2.065
H2 3.384 0.071 3.587
H3 -0.870 1.339 4.247
H4 -1.262 1.118 6.678
H5 -1.937 -1.060 7.628
H6 -2.231 -3.017 6.149
H7 -1.874 -2.794 3.719
H8 -3.778 -1.274 2.794
H9 -5.399 -1.886 1.004
H10 -4.654 -1.806 -1.379
H11 -2.335 -1.026 -1.873
C14 -0.647 3.993 -3.116
C15 -0.285 2.833 -2.190
O1 0.969 3.000 -1.553
P1 -0.147 1.271 -3.119
O2 1.003 1.482 -4.158
O3 -1.457 1.124 -3.962
O4 0.102 0.105 -2.202
P2 -1.645 2.448 -1.003
O5 -2.030 3.879 -0.447
O6 -2.731 1.746 -1.740
O7 -1.011 1.700 0.194
H12 0.134 4.118 -3.866
H13 -0.727 4.909 -2.531
H14 -1.600 3.826 -3.616
H15 0.948 3.804 -1.020
H16 1.496 0.699 -4.435
H17 -2.227 1.297 -3.361
H18 -2.891 3.944 -0.014

Cartesian forces, eV/Å:
-0.1 0.1 -0.1
0.1 -0.1 0.0
-0.1 0.1 -0.1
0.1 -0.1 0.1
0.1 0.0 0.1
0.0 0.0 0.0
0.0 0.0 0.0
0.0 0.0 0.0
0.0 0.0 0.0
0.0 0.0 0.0
0.0 0.0 0.0
0.0 0.0 0.0
0.0 0.0 0.0
-0.1 0.0 0.0
-0.1 0.0 0.0
0.0 0.0 0.0
0.0 0.0 0.0
0.0 0.0 -0.1
0.1 -0.1 0.1
0.0 0.0 0.0
0.0 0.0 0.0
0.0 0.0 0.0
0.0 0.0 0.0
0.0 0.0 0.0
0.0 0.0 0.0
0.0 0.0 0.0
0.0 0.0 0.0
0.0 0.0 0.0
0.0 0.0 0.0
0.0 0.0 0.0
0.0 0.0 0.0
0.0 0.0 -0.1
0.0 0.0 0.0
-0.1 0.0 -0.1
0.0 0.0 -0.1
0.1 0.0 0.0
0.0 0.0 0.1
0.0 -0.1 0.1
0.0 0.1 0.1
0.0 0.0 0.0
-0.1 0.0 -0.2
0.0 0.0 0.0
0.0 0.0 0.0
0.0 0.0 0.0
0.0 0.0 0.0
0.0 0.0 0.1
0.0 -0.1 0.0
0.0 0.0 0.0

Computed properties:
Net charge: +1
E_HOMO (spin up / spin down) (eV): -11.49 / -11.49
Strongest force on any atom (eV/Å): 0.2
Frontier orbital gap (spin up / spin down) (eV): 7.37 / 7.37

These are the Mulliken partial charges, in e, on atoms 1 to 6:
1. Ir 1.45
2. N -0.39
3. C 0.66
4. S -0.46
5. N -1.29
6. N 0.99


The following ΔE to the lowest compared entry with this formula, charge and spin values (in kcal/mol) correspond, in order, to the records above: 0.0 0.0 100.4 4.9.